No. 1
99
Properties=species:S:1:pos:R:3 method="wB97M-V/def2-TZVPD" homo_lumo_gap_ev=8.5 charge=-1 e_homo_ha=-0.248 de_lowest_kj_mol=209.2
N -1.08 -0.22 -1.17
S 0.33 -0.03 -0.77
O 1.04 -1.15 -0.22
O 0.78 1.30 -0.49
F 0.92 0.01 -2.32
S -1.69 0.32 0.41
O -2.21 1.71 0.34
O -1.10 -0.13 1.68
F -3.10 -0.55 0.33
C -0.64 -3.52 2.80
O -1.46 -4.54 3.23
H 0.38 -3.72 3.12
H -0.70 -3.31 1.73
H -0.91 -2.60 3.33
H -0.94 -5.29 3.52
C 2.14 -1.53 2.72
O 2.12 -1.69 4.13
H 1.91 -0.56 2.29
H 3.17 -1.73 2.42
H 1.45 -2.23 2.24
H 2.39 -2.57 4.41
C 3.65 0.84 -0.96
O 4.99 0.49 -0.83
H 3.20 0.66 0.02
H 3.51 1.89 -1.22
H 3.12 0.23 -1.68
H 4.86 -0.45 -0.95
C -2.45 2.32 -2.85
O -1.98 1.08 -3.31
H -3.10 2.75 -3.62
H -3.00 2.27 -1.90
H -1.63 3.02 -2.72
H -1.62 0.66 -2.53
C -0.42 0.16 5.16
O 0.98 0.33 5.46
H -0.83 -0.65 5.77
H -0.90 1.08 5.48
H -0.61 0.07 4.09
H 1.40 -0.26 4.83
C 0.70 2.43 2.82
O 1.09 3.74 2.74
H 1.59 1.82 2.92
H 0.14 2.25 3.74
H 0.15 2.06 1.96
H 1.95 3.87 3.14
C -2.92 -3.05 -1.71
O -2.81 -1.76 -2.32
H -3.93 -3.38 -1.95
H -2.18 -3.76 -2.08
H -2.83 -2.96 -0.63
H -2.13 -1.25 -1.87
C -5.88 0.02 -1.99
O -5.32 -1.27 -2.32
H -5.46 0.54 -1.13
H -5.70 0.67 -2.85
H -6.97 0.04 -1.94
H -4.39 -1.37 -2.10
C 4.47 -2.94 -0.01
O 5.22 -2.18 -1.01
H 3.65 -2.36 0.43
H 4.04 -3.78 -0.56
H 5.10 -3.29 0.81
H 4.93 -2.54 -1.85
C 2.36 5.38 0.60
O 1.47 4.37 0.02
H 2.99 5.81 -0.18
H 1.74 6.13 1.08
H 3.02 4.77 1.22
H 1.02 3.99 0.77
C 2.54 -3.41 -2.60
O 3.63 -2.95 -3.44
H 1.60 -3.43 -3.15
H 2.76 -4.44 -2.33
H 2.46 -2.73 -1.75
H 3.95 -3.69 -3.95
C 1.47 -0.84 -5.36
O 0.83 -1.89 -6.11
H 1.89 -1.06 -4.37
H 2.14 -0.26 -5.99
H 0.80 -0.08 -4.97
H 0.22 -2.35 -5.54
C 1.30 2.92 -3.61
O 1.24 4.04 -2.81
H 1.18 2.99 -4.69
H 2.16 2.29 -3.42
H 0.63 2.25 -3.08
H 1.22 3.71 -1.91
C -3.90 -2.27 3.75
O -3.13 -2.86 4.82
H -3.42 -1.66 2.98
H -4.35 -3.03 3.11
H -4.76 -1.73 4.14
H -2.82 -3.65 4.36
C -2.74 4.96 1.41
O -3.35 3.68 1.58
H -3.36 5.74 1.84
H -1.87 4.98 2.07
H -2.48 5.19 0.37
H -2.92 3.10 0.95

No. 2
122
Properties=species:S:1:pos:R:3 method="wB97M-V/def2-TZVPD" s2=2.0027 homo_lumo_gap_ev="8.7 / 8.7" charge=+1 multiplicity=3 e_homo_ha="-0.411 / -0.411"
Ni 0.52 -1.72 -0.50
F 0.17 0.12 0.14
C -0.32 -2.11 5.77
O 0.54 -1.72 6.53
N -1.05 -3.19 6.12
N -0.60 -1.59 4.66
H -1.83 -3.34 5.50
H -0.66 -3.85 6.78
H -1.49 -1.95 4.36
H -0.01 -0.85 4.32
C -2.74 1.93 0.58
O -2.83 0.80 1.09
N -1.69 2.40 0.18
N -3.56 2.91 0.61
H -0.98 1.71 0.02
H -1.66 3.39 -0.04
H -4.51 2.79 0.93
H -3.16 3.79 0.32
C -3.64 -0.24 5.50
O -4.69 -0.76 5.31
N -3.08 -0.17 6.65
N -2.86 0.19 4.55
H -3.52 -0.17 7.55
H -2.24 0.39 6.61
H -1.91 0.45 4.76
H -3.23 0.43 3.64
C 4.22 2.21 -1.18
O 4.72 2.42 -2.25
N 4.80 2.22 0.02
N 3.10 1.56 -1.11
H 5.75 2.50 0.24
H 4.14 2.26 0.77
H 2.78 1.05 -1.92
H 2.68 1.31 -0.23
C 2.05 1.46 2.81
O 2.88 1.59 1.97
N 2.19 1.52 4.10
N 0.74 1.36 2.58
H 1.44 1.23 4.71
H 3.14 1.64 4.44
H 0.39 1.08 1.68
H 0.04 1.32 3.31
C 2.71 -2.43 1.79
O 1.90 -2.19 0.97
N 2.75 -3.60 2.36
N 3.44 -1.55 2.34
H 3.43 -3.68 3.11
H 2.58 -4.48 1.89
H 4.09 -1.77 3.08
H 3.37 -0.65 1.88
C -0.62 2.57 -6.10
O -1.49 2.81 -6.90
N -0.84 1.86 -5.02
N 0.65 2.90 -6.23
H -1.76 1.45 -4.97
H -0.07 1.57 -4.44
H 0.94 3.54 -6.95
H 1.32 2.50 -5.59
C 2.86 -1.82 -2.34
O 2.02 -1.07 -1.92
N 4.08 -1.93 -1.78
N 2.72 -2.59 -3.37
H 4.88 -2.38 -2.20
H 4.19 -1.52 -0.86
H 3.44 -3.21 -3.71
H 1.85 -2.59 -3.88
C -1.94 -2.60 1.49
O -1.18 -2.55 0.57
N -2.29 -3.67 2.08
N -2.58 -1.66 2.05
H -2.02 -4.57 1.70
H -2.78 -3.47 2.94
H -3.05 -1.88 2.91
H -2.50 -0.72 1.70
C 0.15 4.98 3.24
O 0.94 5.12 4.15
N -0.97 5.62 3.19
N 0.28 4.30 2.09
H -1.17 6.28 3.93
H -1.58 5.65 2.38
H 1.10 3.72 2.03
H -0.50 4.22 1.45
C 2.98 0.88 -4.74
O 2.17 1.26 -3.93
N 4.25 1.09 -4.40
N 2.90 0.59 -5.97
H 4.48 1.69 -3.62
H 4.94 1.01 -5.13
H 3.77 0.73 -6.47
H 1.94 0.56 -6.28
C 0.20 -4.83 -1.27
O 0.70 -3.72 -1.04
N 0.14 -5.80 -0.50
N -0.60 -5.08 -2.24
H 0.03 -6.68 -1.00
H 0.70 -5.77 0.34
H -0.32 -4.65 -3.11
H -1.05 -5.98 -2.30
C -5.51 -2.68 -0.91
O -6.30 -3.49 -0.40
N -4.94 -1.79 -0.21
N -5.17 -2.56 -2.16
H -5.25 -1.75 0.75
H -4.19 -1.18 -0.47
H -5.49 -3.26 -2.81
H -4.75 -1.70 -2.45
C -1.46 -1.10 -2.94
O -0.58 -1.60 -2.29
N -1.74 -1.40 -4.13
N -2.17 -0.15 -2.49
H -0.89 -1.71 -4.59
H -2.56 -0.89 -4.41
H -1.92 0.24 -1.59
H -2.85 0.24 -3.12
C 0.56 4.58 -2.01
O -0.20 5.52 -1.89
N 1.47 4.19 -1.10
N 0.31 3.67 -2.80
H 2.01 3.34 -1.04
H 1.58 4.91 -0.39
H -0.59 3.44 -3.19
H 0.97 2.92 -2.65

So what do the calculations give for molecular weight? Going down the list: 660.76 978.53 g/mol.
So what do the calculations give for maximum force? Going down the list: 10.67 10.77 eV/Å.